Molecular formula: C21H17BrCrFN3O4
Method: DFT, wB97M-V/def2-TZVPD

Structure (XYZ):
```
48
Properties=species:S:1:pos:R:3:lowdin_charge:R:1
Cr -0.72 -0.53 0.03 0.72
O 0.42 0.78 0.99 -0.12
C 0.18 1.97 1.23 -0.13
C -1.03 2.65 0.84 -0.10
C -1.14 4.02 1.14 0.07
C -2.28 4.69 0.78 -0.13
C -3.34 4.05 0.12 0.04
C -3.24 2.71 -0.18 0.04
C -2.09 1.98 0.17 -0.28
O -2.05 0.71 -0.14 -0.16
N -2.40 6.12 1.09 -0.36
O -3.44 6.67 0.79 0.10
O -1.43 6.65 1.60 0.09
H 0.94 2.54 1.78 0.16
H -0.35 4.54 1.65 0.14
H -4.21 4.62 -0.15 0.13
H -4.03 2.20 -0.69 0.13
C -4.01 -3.31 -1.68 -0.01
C -2.88 -2.52 -1.26 -0.13
N -1.98 -1.89 -0.92 0.15
H -3.67 -4.30 -1.98 0.10
H -4.49 -2.81 -2.53 0.10
H -4.71 -3.40 -0.86 0.11
Br -0.66 -0.99 3.36 0.90
C 0.41 -2.17 2.36 -0.69
C 1.24 -3.08 2.98 -0.07
C 1.90 -4.00 2.19 -0.02
C 1.68 -4.00 0.82 -0.01
C 0.83 -3.05 0.29 -0.11
N 0.23 -2.12 1.04 -0.06
H 1.35 -3.07 4.06 0.12
H 2.56 -4.73 2.64 0.13
H 2.15 -4.72 0.17 0.12
H 0.62 -3.00 -0.77 0.10
F 6.00 -0.21 -1.15 0.08
C 4.66 -0.23 -1.26 -0.28
C 3.95 0.91 -0.94 0.01
C 2.57 0.89 -1.06 -0.04
C 1.90 -0.26 -1.48 -0.29
C 0.42 -0.28 -1.61 -0.15
C 2.66 -1.38 -1.83 -0.05
C 4.04 -1.38 -1.71 0.01
H 4.48 1.80 -0.63 0.12
H 2.02 1.79 -0.85 0.11
H 0.09 -1.03 -2.33 0.07
H 0.01 0.69 -1.91 0.09
H 2.18 -2.25 -2.24 0.11
H 4.64 -2.23 -2.00 0.12
```

## Properties
LUMO (alpha / beta) = -3.66 / -3.56 eV
Charge = +1
HOMO (alpha / beta) = -11.09 / -11.01 eV
Spin multiplicity = 2
HOMO-LUMO gap (alpha / beta) = 7.4 / 7.4 eV


Molecular formula: C3H4OS2
Method: DFT, wB97M-V/def2-TZVPD

Structure (XYZ):
```
10
Properties=species:S:1:pos:R:3:lowdin_charge:R:1
C 1.82 0.86 1.24 -0.73
C 0.90 -0.05 1.01 -0.23
C -0.04 0.25 -0.11 -0.12
O 0.92 -2.81 2.19 -0.70
S 2.98 1.78 1.69 0.74
S 1.31 -3.07 3.58 0.75
H 1.04 -0.88 1.71 0.05
H -1.11 -0.25 0.01 0.11
H 0.18 -0.16 -1.08 0.05
H -0.22 1.27 -0.37 0.06
```

## Properties
LUMO (alpha / beta) = -1.88 / -1.90 eV
SMILES = CC=C=S.O=S
Charge = 0
HOMO (alpha / beta) = -8.07 / -8.07 eV
Spin multiplicity = 1
HOMO-LUMO gap (alpha / beta) = 6.2 / 6.2 eV


Molecular formula: C4H7ClP
Method: DFT, wB97M-V/def2-TZVPD

Structure (XYZ):
```
13
Properties=species:S:1:pos:R:3:lowdin_charge:R:1
C 0.07 0.25 -1.66 0.04
C -0.53 0.64 0.11 -0.15
C -1.48 1.70 0.30 -0.10
C 1.01 -1.94 0.50 -0.19
P 0.90 -0.27 -0.18 0.39
Cl 2.65 0.57 0.27 0.45
H -0.59 -0.27 -2.35 0.06
H -0.92 2.71 0.39 0.16
H -1.89 1.56 1.27 0.08
H -2.30 1.89 -0.37 0.09
H 0.04 -2.50 0.30 0.11
H 1.23 -1.94 1.49 0.02
H 1.81 -2.39 -0.06 0.06
```

## Properties
LUMO (alpha / beta) = -6.34 / -6.38 eV
Charge = +1
HOMO (alpha / beta) = -14.83 / -14.39 eV
Spin multiplicity = 1
HOMO-LUMO gap (alpha / beta) = 8.5 / 8.0 eV


Molecular formula: C4H8NS
Method: DFT, wB97M-V/def2-TZVPD

Structure (XYZ):
```
14
Properties=species:S:1:pos:R:3:lowdin_charge:R:1
C 0.29 1.07 1.69 0.04
C -0.82 0.45 -0.37 -0.28
C -0.33 -0.40 -1.63 -0.33
C 0.46 -1.92 0.31 -0.21
N 0.08 0.29 0.73 -0.09
S -0.70 -2.05 -0.92 1.02
H 1.13 0.77 2.38 0.12
H -0.35 2.03 1.91 0.15
H -0.84 1.61 -0.69 0.18
H -1.94 0.24 -0.10 0.16
H -0.87 -0.30 -2.53 0.07
H 0.61 -0.31 -1.96 0.05
H 1.47 -1.68 0.09 0.05
H 0.32 -2.30 1.32 0.07
```

## Properties
LUMO = -5.50 eV
Charge = +1
HOMO = -14.44 eV
Spin multiplicity = 1
HOMO-LUMO gap = 8.9 eV


Molecular formula: C3H2N2O3
Method: DFT, wB97M-V/def2-TZVPD

Structure (XYZ):
```
10
Properties=species:S:1:pos:R:3:lowdin_charge:R:1
C 0.03 -0.07 -0.28 -0.28
C -1.27 -0.41 0.08 0.00
C -0.34 1.01 1.42 -0.11
H -1.93 -1.07 -0.57 0.15
H 0.25 1.62 2.29 0.19
N 1.01 -0.53 -1.35 -0.18
N -1.48 0.37 1.28 0.10
O 1.23 -1.94 -1.53 -0.05
O 1.80 0.30 -1.84 0.10
O 0.72 0.72 0.48 0.09
```

## Properties
LUMO = -1.42 eV
Charge = 0
HOMO = -10.39 eV
Spin multiplicity = 1
HOMO-LUMO gap = 9.0 eV


Molecular formula: H10O5
Method: DFT, wB97M-V/def2-TZVPD

Structure (XYZ):
```
15
Properties=species:S:1:pos:R:3:lowdin_charge:R:1
O 0.64 -1.77 -3.09 0.25
H 0.62 -1.17 -2.34 0.01
H 0.46 -1.21 -3.84 0.12
O 0.55 -0.07 -1.10 0.01
H 0.95 0.79 -1.25 0.11
H -0.15 0.11 -0.48 0.08
O 2.07 -1.62 0.50 0.24
H 1.78 -2.53 0.58 0.11
H 1.69 -1.32 -0.33 0.03
O -1.81 3.03 1.20 -0.05
H -1.13 3.21 1.85 0.03
H -1.76 2.08 1.08 -0.02
O -1.15 0.09 2.05 -0.04
H -2.08 0.12 2.27 0.05
H -0.70 0.23 2.89 0.05
```

## Properties
LUMO (alpha / beta) = -3.74 / -11.58 eV
Charge = +1
HOMO (alpha / beta) = -14.21 / -14.21 eV
Spin multiplicity = 2
HOMO-LUMO gap (alpha / beta) = 10.5 / 2.6 eV


Molecular formula: C4H6N2
Method: DFT, wB97M-V/def2-TZVPD

Structure (XYZ):
```
12
Properties=species:S:1:pos:R:3:lowdin_charge:R:1
C 0.79 -0.95 1.22 -0.05
C 0.16 -0.26 0.06 -0.23
C 0.17 1.17 -0.43 -0.28
N -1.14 1.69 -0.70 0.05
N -0.51 0.75 -1.65 -0.02
C -0.54 -0.59 -1.02 -0.05
H 1.87 -1.05 1.06 0.08
H 0.65 -0.40 2.16 0.08
H 0.38 -1.96 1.35 0.08
H 1.02 1.85 -0.45 0.13
H -1.83 1.20 -0.14 0.10
H -1.01 -1.46 -1.45 0.10
```

## Properties
LUMO = 0.96 eV
Charge = 0
HOMO = -9.03 eV
Spin multiplicity = 1
HOMO-LUMO gap = 10.0 eV


Molecular formula: C3H4N4
Method: DFT, wB97M-V/def2-TZVPD

Structure (XYZ):
```
11
Properties=species:S:1:pos:R:3:lowdin_charge:R:1
C -1.65 -0.60 0.11 -0.23
C 1.39 0.93 -0.02 -0.10
C 1.77 -0.43 -0.06 -0.16
H -2.32 1.26 -0.33 0.07
H -1.76 -1.70 0.39 0.14
H 1.91 1.86 0.14 0.10
H 2.76 -0.93 -0.05 0.11
N -2.62 0.25 -0.12 0.09
N -0.28 -0.35 -0.01 -0.22
N 0.05 0.93 0.07 0.09
N 0.75 -1.22 -0.10 0.11
```

## Properties
LUMO = 0.25 eV
SMILES = [H]/N=C\n1nccn1
Charge = 0
HOMO = -10.03 eV
Spin multiplicity = 1
HOMO-LUMO gap = 10.3 eV


The following energy above the lowest of the compared OMol25 structures with the same formula, charge and spin values (in eV) correspond, in order, to the records above: 0.4002, 4.0131, 3.8047, 2.3501, 7.4149, 1.2850, 4.0854, 2.4981.